Entry a
{
  "formula": "C10H15N3",
  "method": "wB97M-V/def2-TZVPD",
  "smiles": "Cc1cccc(N2CCNCC2)n1",
  "orbital_gap_ev": 8.8,
  "e_homo_ev": -7.87,
  "species": ["C", "C", "C", "C", "C", "C", "N", "C", "C", "N", "C", "C", "N", "H", "H", "H", "H", "H", "H", "H", "H", "H", "H", "H", "H", "H", "H", "H"],
  "xyz": [[-2.2939, 2.9119, 1.2441], [-1.3850, 1.7264, 1.5249], [-1.0353, 1.3520, 2.8105], [-0.0866, 0.3087, 2.9990], [0.4953, -0.2463, 1.8601], [0.0506, 0.1441, 0.5968], [0.5302, -0.4622, -0.5665], [-0.0157, 0.0642, -1.7930], [0.4542, -0.8059, -2.9474], [0.5919, -2.2407, -2.6965], [1.5853, -2.4160, -1.5708], [1.7896, -1.1686, -0.7105], [-0.8810, 1.0896, 0.4053], [-2.6609, 3.3357, 2.1795], [-1.8134, 3.6638, 0.6221], [-3.0912, 2.4839, 0.6122], [-1.4933, 1.9424, 3.6219], [0.2291, 0.0798, 4.0667], [1.2801, -0.9934, 2.0536], [0.2882, 1.1012, -2.0468], [-1.0859, 0.1279, -1.7432], [-0.2905, -0.6424, -3.8143], [1.4555, -0.4382, -3.2770], [-0.3461, -2.6960, -2.4783], [1.2785, -3.2456, -0.9760], [2.6012, -2.6647, -2.0347], [2.0694, -1.4173, 0.2945], [2.5408, -0.5669, -1.1592]],
  "nbo_charge": [-0.6422, 0.2456, -0.3266, -0.1351, -0.3216, 0.4064, -0.4212, -0.2307, -0.2359, -0.6241, -0.2212, -0.2312, -0.5074, 0.2119, 0.2288, 0.2288, 0.2149, 0.2223, 0.2150, 0.1828, 0.2157, 0.2079, 0.1816, 0.3608, 0.1979, 0.1813, 0.2141, 0.1816]
}


Entry b
{
  "formula": "C10H15N3",
  "method": "wB97M-V/def2-TZVPD",
  "smiles": "Cc1cccc(C)c1/N=N/N(C)C",
  "orbital_gap_ev": 9.0,
  "e_homo_ev": -8.14,
  "species": ["C", "C", "C", "C", "C", "C", "C", "C", "N", "N", "N", "C", "C", "H", "H", "H", "H", "H", "H", "H", "H", "H", "H", "H", "H", "H", "H", "H"],
  "xyz": [[-0.9032, 2.5875, -0.1130], [-1.5237, 1.2008, -0.1008], [-2.8928, 0.9904, -0.2270], [-3.4404, -0.2755, -0.2067], [-2.6013, -1.3796, -0.0519], [-1.2399, -1.2305, 0.1507], [-0.3792, -2.4344, 0.4525], [-0.7168, 0.0875, 0.0985], [0.6710, 0.3729, 0.3924], [1.4520, -0.3141, -0.3013], [2.7295, -0.1061, -0.0368], [3.1013, 0.9898, 0.8602], [3.6803, -0.6479, -0.9702], [-1.6793, 3.3220, -0.3000], [-0.1048, 2.6621, -0.8683], [-0.4349, 2.8265, 0.8433], [-3.5681, 1.8314, -0.4092], [-4.5086, -0.3905, -0.3088], [-3.0023, -2.3690, -0.0175], [0.2404, -2.7816, -0.4020], [-1.0528, -3.2313, 0.7932], [0.3280, -2.2577, 1.2642], [4.1755, 0.9822, 1.0060], [2.6114, 0.8418, 1.8310], [2.7866, 1.9899, 0.4685], [4.5685, -1.0228, -0.4296], [3.9670, 0.1093, -1.7263], [3.2008, -1.5106, -1.4778]],
  "nbo_charge": [-0.6264, -0.0503, -0.2049, -0.2165, -0.2060, -0.0508, -0.6331, 0.1913, -0.3260, 0.0186, -0.2301, -0.4490, -0.4082, 0.2100, 0.2191, 0.2258, 0.2048, 0.2113, 0.2031, 0.2271, 0.2096, 0.2200, 0.2059, 0.2284, 0.2070, 0.2024, 0.1888, 0.2283]
}


The most stable of them is entry a.